DFT (ωB97M-V/def2-TZVPD) results for 4 unconnected molecules or ions with the total composition C2H13NO4.

The total charge is 0. The LUMO energy comes out at 0.520 eV. Its SMILES is CNCO.O.O.O. The total energy is -439.6952 Eh. The value obtained for the energy above the lowest of the compared OMol25 structures with the same formula, charge and spin is 0.7500 eV.

Cartesian coordinates (Å):
C1 -1.012 0.799 -1.936
N1 -0.307 -0.480 -1.897
C2 -0.206 -1.052 -0.609
O1 -1.453 -1.368 0.042
H1 -0.355 1.555 -1.506
H2 -1.229 1.064 -2.963
H3 -1.952 0.769 -1.381
H4 -0.546 -1.134 -2.626
H5 0.257 -0.355 0.081
H6 0.410 -1.949 -0.634
H7 -1.961 -1.954 -0.528
H8 1.946 0.914 2.784
H9 0.578 0.533 2.334
O2 1.419 0.867 1.974
H10 -1.391 0.889 1.851
H11 -2.104 -0.201 2.631
O3 -1.304 0.330 2.629
H12 2.838 0.563 0.627
H13 2.944 0.023 -0.841
O4 3.429 0.187 -0.034